Entry 1:
One molecule with the formula C6H5N3O3, computed with the ωB97M-V functional and the def2-TZVPD basis.

Element x y z (Å)
1 O -0.205 -2.330 1.683
2 N -2.107 1.838 -0.793
3 N -2.199 0.220 0.922
4 O -4.008 1.532 0.425
5 O -0.223 1.780 -2.115
6 C -0.126 -1.362 0.999
7 C -2.724 1.264 0.240
8 C -0.975 1.210 -1.198
9 C -1.048 -0.319 0.529
10 C -0.510 0.071 -0.661
11 N 0.751 -1.722 -0.037
12 C 0.704 -0.712 -1.035
13 H -4.243 0.675 0.872
14 H -0.809 2.576 -2.106
15 H 0.883 -2.694 -0.305
16 H 1.575 -0.046 -0.864
17 H 0.662 -1.231 -1.942

Values from the calculation:
SMILES ... O=C1NCc2c(O)nc(O)nc21
Energy above the lowest of the compared OMol25 structures with the same formula, charge and spin ... 33.73 kcal per mole
Maximum force ... 5.92 eV/A
HOMO ... -9.57 eV
Total charge ... 0
DFT total energy ... -621.59043 a.u.
E_LUMO ... -0.4371 eV

=====

Entry 2:
An isolated ion of composition C6H5N4 and charge +1, computed with the ωB97M-V functional and the def2-TZVPD basis.

Element x y z (Å)
1 C 1.973 -0.973 0.262
2 C 2.826 0.185 0.010
3 C 0.585 -0.826 0.209
4 C 2.105 1.383 -0.376
5 C 0.064 0.507 -0.067
6 C -1.296 0.474 0.111
7 N 0.817 1.522 -0.342
8 N -3.512 -0.304 -0.243
9 N -2.432 0.149 0.225
10 N -4.613 -0.177 0.236
11 H 2.347 -1.947 0.318
12 H 3.913 0.220 0.190
13 H -0.139 -1.668 0.425
14 H 2.645 2.264 -0.648
15 H -5.283 -0.809 -0.311

Values from the calculation:
SMILES ... [H]/N=N/[N+]#Cc1ccccn1
Energy above the lowest of the compared OMol25 structures with the same formula, charge and spin ... 28.38 kcal per mole
Maximum force ... 6.85 eV/A
HOMO ... -13.86 eV
Total charge ... +1
DFT total energy ... -450.22498 a.u.
E_LUMO ... -6.0170 eV

=====

Entry 3:
A 2-piece molecular cluster, C6H5N4S overall, computed with the ωB97M-V functional and the def2-TZVPD basis.

Element x y z (Å)
1 C -0.061 -0.142 -1.539
2 C -1.475 -0.134 -1.548
3 C 0.487 -0.308 -0.248
4 C -0.404 -0.586 0.741
5 C 3.251 -0.192 0.051
6 C -0.214 -0.909 2.191
7 N 3.832 -1.025 -0.803
8 N 4.016 0.745 0.625
9 N 5.096 -0.602 -0.723
10 N 5.198 0.417 0.082
11 S -2.020 -0.583 0.049
12 H 0.485 -0.091 -2.473
13 H -2.101 -0.164 -2.449
14 H 0.747 -0.501 2.464
15 H -1.005 -0.669 3.017
16 H -0.133 -1.919 2.129

Values from the calculation:
Energy above the lowest of the compared OMol25 structures with the same formula, charge and spin ... 97.80 kcal per mole
Maximum force ... 3.36 eV/A
HOMO ... -5.17 eV
Total charge ... -1
DFT total energy ... -848.67012 a.u.
E_LUMO ... 2.4224 eV